DFT (ωB97M-V/def2-TZVPD) results for one molecule with the formula C8H8N2 at a distorted geometry.

Each line ends with the natural charge from an NBO analysis.
Geometry (Å):
C: -2.445112 -1.574806 0.364840  -0.14
C: -3.481900 0.521392 0.288706  0.23
C: -1.273538 -1.196368 -0.032376  0.07
C: -1.789628 1.973222 -0.948134  0.34
C: 1.376330 0.952933 0.218585  -0.40
C: 0.830030 0.011705 -0.954140  -0.42
C: 0.579311 -0.020892 1.188642  -0.41
C: -0.134601 -0.625323 -0.025160  -0.04
N: -3.470579 -0.675700 0.633517  -0.37
N: -2.570421 1.178334 -0.534189  -0.58
H: -2.719001 -2.545079 0.661773  0.21
H: -4.348164 0.972666 0.587707  0.20
H: 2.474288 0.970704 0.391900  0.20
H: 1.024311 2.010013 0.218749  0.22
H: 0.506672 0.560155 -1.782703  0.23
H: 1.614234 -0.655872 -1.110294  0.22
H: 1.281232 -0.741760 1.728710  0.22
H: -0.197647 0.500513 1.811533  0.22

Atoms 1-2, force components in eV/Å:
-0.80 0.37 0.08
0.89 -0.97 -1.01

Output
- ΔE to the lowest compared entry with this formula, charge and spin (kcal/mol) = 137.2
- electronic energy (hartree) = -418.9670
- gap between HOMO and LUMO (eV) = 9.21


DFT (ωB97M-V/def2-TZVPD) results for an isolated ion of composition C20H28NO4 and charge +1.

Each line ends with the natural charge from an NBO analysis.
Geometry (Å):
C: 3.930283 1.936921 -1.379400  -0.63
H: 3.878107 1.272563 -2.237796  0.21
H: 2.936138 2.324727 -1.163783  0.20
H: 4.544504 2.786099 -1.664634  0.25
C: 4.560039 1.254471 -0.167501  -0.42
H: 5.607807 1.041655 -0.380748  0.24
H: 4.542779 1.941746 0.679215  0.23
C: 3.896246 -0.064202 0.233634  -0.06
N: 2.414181 0.061741 0.314151  -0.53
H: 2.072281 0.517033 -0.542089  0.44
H: 2.034003 -0.902374 0.317104  0.48
C: 1.873552 0.814356 1.481229  -0.22
C: 0.381139 0.903953 1.343397  -0.09
C: -0.462500 0.089968 2.079820  -0.20
C: -1.822247 0.111638 1.838537  -0.24
C: -2.375187 0.913473 0.847436  0.24
C: -1.534501 1.822705 0.166412  0.35
C: -0.168484 1.779959 0.416929  -0.28
H: 0.448260 2.468107 -0.141663  0.22
O: -1.912309 2.714971 -0.778718  -0.51
C: -3.235675 3.222858 -0.816311  -0.24
H: -3.916365 2.550285 -1.341408  0.18
H: -3.618660 3.414325 0.186308  0.19
H: -3.166014 4.160882 -1.366172  0.20
O: -3.690914 0.883713 0.492445  -0.52
C: -4.437957 -0.313557 0.622520  -0.08
C: -4.098437 -1.298585 -0.525101  0.05
C: -2.656478 -1.755912 -0.416782  -0.05
C: -2.309425 -2.706058 0.537711  -0.21
C: -0.992535 -3.092558 0.697571  -0.20
C: -0.003801 -2.540504 -0.100991  -0.24
C: -0.347562 -1.618428 -1.074599  -0.24
C: -1.665999 -1.229490 -1.234301  -0.15
H: -1.922556 -0.525494 -2.011443  0.21
H: 0.405268 -1.214835 -1.738661  0.20
H: 1.021475 -2.863629 0.016189  0.21
H: -0.735594 -3.832971 1.439545  0.22
H: -3.078433 -3.147939 1.154168  0.22
O: -4.406962 -0.716823 -1.760977  -0.69
H: -4.062349 0.184842 -1.769700  0.47
H: -4.758344 -2.168240 -0.430380  0.21
H: -4.308525 -0.788563 1.596825  0.18
H: -5.478468 0.002828 0.516373  0.22
H: -2.457027 -0.539627 2.415304  0.23
H: -0.068880 -0.567507 2.838266  0.22
H: 2.324745 1.807895 1.487159  0.23
H: 2.152010 0.287409 2.394312  0.23
H: 4.240792 -0.367456 1.227452  0.23
C: 4.192909 -1.216992 -0.735534  -0.08
H: 5.252196 -1.480411 -0.664449  0.20
O: 3.362312 -2.291478 -0.346802  -0.75
H: 3.645970 -3.103418 -0.779093  0.51
H: 3.975178 -0.924089 -1.770965  0.18

Atoms 1-2, force components in eV/Å:
0.22 -0.07 0.12
-0.06 -0.03 -0.14

Output
- ΔE to the lowest compared entry with this formula, charge and spin (kcal/mol) = 5.3
- structure (SMILES) = CC[C@H](CO)[NH2+]Cc1ccc(OC[C@@H](O)c2ccccc2)c(OC)c1
- electronic energy (hartree) = -1134.3718
- total charge = +1
- gap between HOMO and LUMO (eV) = 8.63


DFT (ωB97M-V/def2-TZVPD) results for C50H55BrIN3O4PbSe as an isolated structure at a distorted geometry.

Each line ends with the Löwdin charge.
Geometry (Å):
Pb: -1.305156 0.335865 1.311028  0.87
C: 3.610644 -5.243835 -1.079172  -0.08
C: 2.354344 -5.180635 -1.981672  -0.57
C: 2.832944 -4.944935 -3.431272  -0.07
C: 1.640544 -6.546635 -1.887372  -0.07
C: 1.376244 -4.057135 -1.573072  -0.18
C: 1.624044 -3.196235 -0.480472  -0.05
C: 0.708444 -2.201935 -0.166672  -0.37
Se: 0.879744 -0.968735 1.258528  1.31
C: 0.887244 0.614965 -0.087072  -0.24
C: 2.222144 0.829365 -0.449272  -0.08
C: 2.623844 1.778765 -1.393172  -0.17
C: 1.636344 2.565265 -1.991272  0.00
C: 0.258844 2.445765 -1.710872  -0.06
C: -0.162656 1.460065 -0.755672  -0.24
O: -1.532356 1.353865 -0.572872  -0.26
C: -0.687956 3.408765 -2.512272  -0.49
C: -2.202356 3.288165 -2.208472  -0.08
C: -0.301456 4.877165 -2.205972  -0.05
C: -0.527556 3.136765 -4.028672  -0.07
C: 4.104344 1.968465 -1.810172  -0.55
C: 5.076244 1.016265 -1.069972  -0.08
C: 4.249144 1.686365 -3.323572  -0.07
C: 4.550244 3.415665 -1.508372  -0.06
C: -0.432556 -2.017535 -0.885272  -0.36
O: -1.184256 -0.995935 -0.455772  -0.34
C: -0.754256 -2.841035 -1.988572  -0.07
C: 0.178244 -3.864035 -2.310372  0.01
C: -2.060356 -2.624235 -2.795172  -0.53
C: -2.064356 -1.210835 -3.419772  -0.05
C: -3.282956 -2.790635 -1.864972  -0.05
C: -2.227556 -3.638435 -3.954372  -0.09
H: 4.289244 -6.061535 -1.406272  0.08
H: 3.331044 -5.444435 -0.022372  0.09
H: 4.184144 -4.292835 -1.130972  0.09
H: 3.539544 -5.743035 -3.746672  0.08
H: 3.353044 -3.965935 -3.512072  0.09
H: 1.988044 -4.948835 -4.150472  0.08
H: 2.327844 -7.369935 -2.179672  0.08
H: 0.758044 -6.597435 -2.558072  0.08
H: 1.297044 -6.731535 -0.846572  0.09
H: 2.507944 -3.274935 0.133928  0.09
H: 2.962444 0.203165 0.021828  0.07
H: 1.958844 3.291865 -2.717472  0.09
H: -2.418456 3.519165 -1.143072  0.02
H: -2.591656 2.282765 -2.477972  0.10
H: -2.783556 4.017165 -2.814972  0.09
H: -0.424556 5.088165 -1.121772  0.08
H: -0.946156 5.582865 -2.773872  0.08
H: 0.745544 5.109965 -2.484872  0.08
H: -0.816056 2.088565 -4.261972  0.09
H: 0.510644 3.293765 -4.382972  0.07
H: -1.175656 3.816465 -4.623772  0.08
H: 4.829344 -0.047235 -1.281072  0.08
H: 5.044444 1.189765 0.027228  0.09
H: 6.123244 1.185065 -1.404272  0.08
H: 3.937044 0.644165 -3.553372  0.09
H: 5.304344 1.813365 -3.649472  0.08
H: 3.630544 2.374265 -3.935772  0.07
H: 4.458644 3.628565 -0.421572  0.10
H: 3.941144 4.160065 -2.061172  0.08
H: 5.609944 3.569565 -1.807272  0.08
H: -0.008856 -4.522935 -3.140372  0.08
H: -2.019956 -0.412535 -2.654872  0.08
H: -2.992656 -1.045135 -4.008572  0.08
H: -1.193556 -1.086435 -4.099172  0.09
H: -3.285956 -2.053335 -1.038572  0.07
H: -3.292856 -3.809035 -1.419472  0.09
H: -4.229356 -2.648835 -2.430672  0.08
H: -1.395656 -3.548435 -4.686072  0.08
H: -3.175456 -3.454035 -4.505772  0.08
H: -2.266156 -4.680435 -3.568672  0.08
O: 2.993244 5.265465 4.064328  -0.10
C: 1.973844 5.483265 3.338928  -0.68
O: 1.612444 6.605565 2.865928  -0.10
C: 1.110644 4.297265 3.007128  -0.15
C: -0.019256 4.406765 2.221328  0.06
C: -0.801556 3.264465 1.948428  -0.17
N: -0.619256 1.939165 2.365928  -0.03
C: 0.552344 1.947065 3.135028  -0.17
C: 1.395944 3.027965 3.470128  0.06
C: 0.866044 0.634865 3.572828  -0.32
C: 1.923844 0.139465 4.325328  -0.02
C: 1.966644 -1.229635 4.575128  -0.13
C: 0.958344 -2.038235 4.066528  -0.13
C: -0.045456 -1.431835 3.329228  -0.46
N: -0.098856 -0.106935 3.077228  -0.36
C: -1.989356 3.377265 1.183928  -0.24
C: -2.562056 4.451665 0.515228  -0.03
C: -3.770156 4.242865 -0.144472  -0.12
C: -4.347456 2.979865 -0.107872  -0.08
C: -3.683456 1.985665 0.592528  -0.14
N: -2.513856 2.173565 1.239428  -0.08
H: -0.289556 5.387265 1.841328  0.11
H: 2.279944 2.892165 4.085628  0.11
H: 2.702744 0.788365 4.707328  0.11
H: 2.778444 -1.655035 5.156228  0.08
H: 0.952844 -3.107635 4.235928  0.10
H: -0.861856 -2.006835 2.903628  0.06
H: -2.092956 5.427965 0.502028  0.12
H: -4.251156 5.057065 -0.676872  0.11
H: -5.285656 2.773465 -0.607472  0.10
H: -4.080856 0.977865 0.659328  0.06
Br: -6.550056 -1.063535 4.403728  0.68
C: -5.016556 -1.625435 5.375728  -0.74
C: -5.249956 -2.253335 6.606128  -0.16
C: -4.182456 -2.698435 7.387028  -0.11
C: -2.875256 -2.518935 6.943228  -0.09
C: -2.633956 -1.894235 5.718328  -0.13
C: -3.701556 -1.444735 4.929028  -0.66
I: -3.200556 -0.523235 3.111428  1.29
H: -6.265356 -2.401235 6.967328  0.09
H: -4.372356 -3.184835 8.340928  0.09
H: -2.041856 -2.864935 7.550128  0.10
H: -1.604356 -1.764735 5.391928  0.08
H: -2.763656 -0.691235 0.997028  -0.06

Atoms 1-2, force components in eV/Å:
-1.74 -1.43 -2.79
0.05 0.13 0.15

Output
- electronic energy (hartree) = -7869.1310
- total charge = -2
- gap between HOMO and LUMO (spin up / spin down) (eV) = 3.88 / 3.92


DFT (ωB97M-V/def2-TZVPD) results for one molecule with the formula C22H18N4O2 at a distorted geometry.

Each line ends with the natural charge from an NBO analysis.
Geometry (Å):
O: -1.239273 0.583581 -1.553357  -0.63
N: -2.862966 -1.683826 0.714976  -0.36
N: 2.945587 1.241331 0.364977  -0.47
O: -5.151827 -1.413084 -0.914372  -0.40
C: -1.461157 -0.109348 -0.552600  0.64
C: -2.745913 -0.858857 -0.305127  0.11
C: 1.733404 0.981303 -0.110137  0.39
C: -6.128584 -0.874087 -1.727821  0.11
C: -5.576779 0.102722 -2.515469  -0.32
C: -4.209312 0.208068 -2.136625  -0.28
C: -3.996624 -0.674866 -1.117633  0.28
C: 5.750944 1.425610 -2.137843  -0.23
C: -0.579154 -3.577064 2.939261  -0.23
C: 5.018183 1.109520 -3.294420  -0.21
C: 0.635250 -2.834290 2.790272  -0.17
C: 5.126413 1.518146 -0.900226  -0.19
C: -1.728267 -3.099302 2.294932  -0.19
C: 3.663083 0.799094 -3.144585  -0.26
C: 0.687903 -1.686583 1.956029  -0.25
C: 3.772605 1.204724 -0.755304  0.06
C: -1.715239 -1.962867 1.468810  0.13
C: 3.073210 0.878732 -1.887944  0.16
C: -0.483144 -1.266949 1.279881  0.13
N: 1.775958 0.748338 -1.447543  -0.55
N: -0.452642 -0.125014 0.423804  -0.40
C: -0.785708 1.779496 2.747882  -0.61
C: 0.418434 1.061804 0.614721  -0.09
C: 0.562315 1.607452 2.060266  -0.40
H: -7.161492 -1.213738 -1.745756  0.21
H: -6.022444 0.674765 -3.304890  0.23
H: -3.479857 0.917214 -2.557293  0.26
H: 6.796526 1.672622 -2.196338  0.21
H: -0.619496 -4.413457 3.612032  0.22
H: 5.541209 1.150115 -4.264532  0.22
H: 1.499010 -3.033854 3.396850  0.22
H: 5.718665 1.752182 -0.006216  0.22
H: -2.679431 -3.576379 2.444623  0.23
H: 3.048512 0.512355 -4.005075  0.21
H: 1.601186 -1.079469 1.969006  0.24
H: 0.950002 0.672360 -2.019092  0.44
H: -1.390753 2.481177 2.146076  0.20
H: -1.312990 0.843314 2.868863  0.21
H: -0.674952 2.226223 3.749801  0.22
H: -0.080078 1.847027 0.064216  0.25
H: 1.075640 2.584467 2.025804  0.24
H: 1.144043 0.899291 2.667114  0.21

Atoms 1-2, force components in eV/Å:
-0.92 -0.52 0.58
0.91 0.99 -0.87

Output
- ΔE to the lowest compared entry with this formula, charge and spin (kcal/mol) = 40.0
- structure (SMILES) = CC[C@@H](c1nc2ccccc2[nH]1)n1c(=O)c(-c2ccco2)nc2ccccc21
- electronic energy (hartree) = -1218.6576
- gap between HOMO and LUMO (eV) = 7.61


Q: Which value of electronic energy does entry 1 give?
A: -418.9670 hartree


Q: Which of these has the highest electronic energy?
A: C8H8N2